Entry 1:
# C18H13N5O11RhS2

A molecular structure, C18H13N5O11RhS2 (ωB97M-V/def2-TZVPD, the OMol25 dataset).

Last column: Mulliken charge in e.
Atoms and positions in Å:
Rh (-0.349, 0.080, 0.860)  1.275
S (0.185, -1.902, -0.235)  -0.485
S (-2.599, -0.110, 0.072)  -0.459
O (1.456, 0.098, 1.720)  -0.626
O (-0.582, 2.431, -2.838)  -0.526
O (0.622, 4.039, -3.571)  -0.706
O (-1.053, -0.653, 2.626)  -0.700
O (-2.206, 0.034, 4.412)  -0.658
O (0.377, 0.946, -0.850)  -0.684
O (4.975, 4.925, 0.524)  -0.648
O (-0.851, 1.875, 1.777)  -0.622
O (3.638, 0.406, 1.509)  -0.713
O (4.112, 5.939, -1.165)  -0.657
O (-2.762, 2.370, 2.815)  -0.793
N (-3.038, 1.650, -1.960)  0.311
N (4.154, 5.012, -0.371)  1.052
N (-3.195, 2.574, -0.014)  0.254
N (-1.246, -3.078, 1.705)  0.166
N (0.387, 3.162, -2.751)  0.953
C (2.273, 1.854, 0.260)  0.782
C (-1.256, -5.526, 0.539)  -0.022
C (-1.926, -5.338, 1.765)  -0.826
C (-2.716, 0.657, -2.974)  -0.872
C (-1.799, 1.631, 2.599)  0.489
C (-1.891, -4.094, 2.313)  -0.156
C (-3.317, 2.981, -2.166)  -0.313
C (-0.601, -3.197, 0.521)  1.031
C (2.235, 4.024, -1.500)  -0.189
C (1.291, 3.014, -1.620)  -0.600
C (-0.610, -4.490, -0.068)  -1.010
C (1.231, 1.896, -0.725)  0.935
C (-1.717, 0.234, 3.327)  0.447
C (-3.409, 3.558, -0.945)  -0.617
C (3.208, 2.849, 0.357)  -0.531
C (-2.930, 1.417, -0.641)  0.017
C (2.487, 0.685, 1.211)  0.104
C (3.169, 3.949, -0.501)  -0.545
H (-2.446, -6.143, 2.261)  0.389
H (-3.392, -0.190, -2.887)  0.310
H (2.229, 4.848, -2.193)  0.640
H (-2.816, 1.123, -3.950)  0.326
H (-1.690, 0.330, -2.824)  0.314
H (-0.099, -4.616, -1.012)  0.409
H (3.995, 2.751, 1.090)  0.588
H (-1.255, -6.503, 0.072)  0.371
H (-3.602, 4.578, -0.669)  0.455
H (-3.394, 3.399, -3.152)  0.424
H (-3.038, 2.684, 1.022)  0.284
H (-1.223, -2.143, 2.193)  0.192
H (-2.356, -3.837, 3.255)  0.440

Values from the calculation:
2S+1: 1
Net charge: -1
HOMO (eV): -5.9

=====

Entry 2:
# C18H14AsIN3O8PtS3

A molecular structure, C18H14AsIN3O8PtS3 in a non-equilibrium geometry (ωB97M-V/def2-TZVPD, the OMol25 dataset).

Last column: Mulliken charge in e.
Atoms and positions in Å:
Pt (0.988, -0.254, -0.356)  0.977
I (-0.772, 1.379, 5.016)  0.028
As (-0.009, -2.207, -2.873)  1.040
S (2.460, -1.869, 0.010)  -0.431
S (1.479, 0.669, 1.609)  -0.416
S (-2.939, -0.083, -1.876)  1.586
O (-3.622, -0.689, -2.977)  -0.700
O (-0.742, 1.073, -0.757)  -0.711
O (-3.590, 0.864, -1.036)  -0.717
O (-1.027, -2.096, -4.297)  -0.666
O (-1.152, -1.960, 2.685)  -0.438
O (0.830, -3.589, -2.950)  -0.754
O (-1.750, 0.676, -2.650)  -0.338
O (0.796, -0.728, -2.738)  -0.680
N (4.347, -0.919, 6.817)  -0.557
N (-2.079, 0.015, 2.066)  -0.115
N (5.653, -4.175, 4.736)  -0.559
C (4.970, -3.388, 4.249)  -0.116
C (-1.446, -3.386, 0.809)  -1.102
C (4.046, -1.088, 5.719)  -0.119
C (-1.693, -0.482, 4.456)  -1.401
C (3.746, -2.570, 2.305)  -0.911
C (-2.152, -1.314, -0.872)  1.602
C (2.478, -0.523, 2.393)  0.258
C (-1.216, -2.260, -1.326)  -1.343
C (-2.347, -2.432, 1.244)  -0.297
C (-1.589, -0.868, 2.978)  0.669
C (2.862, -0.354, 3.720)  -0.873
C (2.919, -1.641, 1.678)  0.723
C (3.678, -1.284, 4.347)  0.493
C (4.127, -2.406, 3.628)  0.513
C (-0.887, -3.293, -0.457)  -0.189
C (0.155, 2.048, -2.807)  -1.215
C (-2.710, -1.394, 0.400)  -1.376
C (-0.771, 1.229, -1.960)  0.825
H (-2.732, -0.379, 4.755)  0.452
H (-3.421, -0.646, 0.722)  0.810
H (-0.425, 2.772, -3.379)  0.403
H (-1.782, -1.502, -4.165)  0.404
H (4.094, -3.435, 1.754)  0.489
H (0.656, 1.373, -3.498)  0.308
H (-2.756, -2.473, 2.245)  0.655
H (-1.152, -4.194, 1.465)  0.414
H (-1.807, -0.148, 1.104)  0.340
H (0.885, 2.539, -2.170)  0.306
H (2.512, 0.508, 4.274)  0.491
H (-0.150, -4.013, -0.793)  0.515
H (-1.203, -1.261, 5.028)  0.455
H (-2.168, 0.980, 2.335)  0.268

Values from the calculation:
2S+1: 1
Net charge: -1
HOMO (eV): -5.2

=====

Entry 3:
# C18H14AuPS2Se2

A molecular structure, C18H14AuPS2Se2 (ωB97M-V/def2-TZVPD, the OMol25 dataset).

Last column: Mulliken charge in e.
Atoms and positions in Å:
Au (-1.229, -1.095, 1.173)  0.375
Se (0.031, 0.990, 1.916)  -0.534
Se (3.255, -0.886, 1.267)  -0.513
S (-3.817, -0.874, 0.953)  -0.611
S (-1.503, -3.380, 0.553)  -0.566
P (1.851, 0.641, 0.764)  0.708
C (2.143, 3.382, 0.161)  -0.302
C (-5.518, -2.984, 1.320)  -0.446
C (1.000, 0.498, -3.788)  -0.297
C (1.468, 0.594, -1.038)  0.203
C (0.169, 0.605, -1.529)  -0.245
C (2.722, 4.641, 0.242)  -0.571
C (-3.665, -4.969, 0.977)  -0.569
C (-4.189, -2.597, 1.053)  0.155
C (3.869, 4.832, 1.006)  -0.331
C (3.844, 2.491, 1.594)  -0.296
C (-3.228, -3.636, 0.883)  0.321
C (-5.925, -4.307, 1.411)  -0.457
C (-4.984, -5.319, 1.233)  -0.434
C (2.536, 0.530, -1.936)  -0.295
C (4.424, 3.755, 1.685)  -0.495
C (-0.063, 0.554, -2.902)  -0.779
C (2.305, 0.489, -3.302)  -0.592
C (2.701, 2.293, 0.832)  0.091
H (0.816, 0.443, -4.855)  0.348
H (-1.083, 0.539, -3.267)  0.392
H (3.548, 0.495, -1.548)  0.311
H (-6.243, -2.189, 1.459)  0.295
H (4.277, 1.636, 2.101)  0.208
H (3.142, 0.430, -3.989)  0.346
H (5.319, 3.894, 2.282)  0.338
H (-6.962, -4.544, 1.625)  0.297
H (-2.920, -5.748, 0.846)  0.291
H (-5.269, -6.364, 1.302)  0.299
H (2.278, 5.474, -0.291)  0.348
H (4.324, 5.814, 1.071)  0.348
H (-0.664, 0.636, -0.837)  0.306
H (1.244, 3.237, -0.427)  0.352

Values from the calculation:
2S+1: 1
Net charge: -2
HOMO (eV): -0.5